Entry 1:
ORCA calculation (the ωB97M-V functional and the def2-TZVPD basis) on an isolated molecule of C18H23N3S.

Cartesian coordinates (Å):
S1 -1.905 1.422 0.202
N1 0.633 1.618 -0.908
N2 2.408 1.046 2.215
N3 0.805 -1.267 -3.213
C1 3.625 -0.823 3.153
C2 -0.602 0.991 -0.876
C3 1.189 1.728 1.657
C4 1.228 2.058 -2.040
C5 2.433 2.617 -1.780
C6 2.514 2.684 -0.364
C7 -2.890 0.175 -0.487
C8 -4.547 -1.533 -2.068
C9 -0.023 -0.795 -2.534
C10 -4.346 0.023 -0.156
C11 -0.923 -0.123 -1.652
C12 1.417 2.031 0.160
C13 2.651 -0.394 2.049
C14 1.368 -1.253 2.203
C15 -2.291 -0.527 -1.482
C16 -2.989 -1.611 -2.218
C17 -4.922 -1.286 -0.637
C18 3.258 -0.679 0.651
H1 4.193 -0.079 0.483
H2 2.562 -0.485 -0.157
H3 4.005 -1.863 3.053
H4 -4.544 -2.116 -0.033
H5 3.354 3.068 0.227
H6 0.683 -1.159 1.366
H7 -2.734 -1.615 -3.286
H8 -4.976 -0.759 -2.704
H9 -4.892 0.862 -0.595
H10 3.553 -1.733 0.592
H11 -2.610 -2.544 -1.826
H12 3.254 1.598 2.004
H13 -6.003 -1.280 -0.556
H14 1.658 -2.313 2.232
H15 0.840 1.837 -3.042
H16 1.002 2.705 2.183
H17 3.149 -0.695 4.115
H18 -4.445 0.086 0.932
H19 3.147 2.964 -2.505
H20 4.522 -0.173 3.081
H21 -4.993 -2.492 -2.335
H22 0.832 -0.999 3.124
H23 0.353 1.084 1.770

LUMO = 0.0066 Ha
strongest force on any atom = 0.0599 Eh/bohr
gap between HOMO and LUMO = 8.202 eV
HOMO = -0.295 Ha
net charge = 0
multiplicity = 1
molar mass = 313.47 g/mol



Entry 2:
ORCA calculation (the ωB97M-V functional and the def2-TZVPD basis) on a structure of composition C42H40N2O6P2Zn.

Cartesian coordinates (Å):
Zn1 -0.106 1.572 0.751
P1 2.092 2.083 0.729
P2 0.261 3.202 -1.764
O1 -5.624 -5.467 2.077
O2 -1.060 -1.426 0.744
O3 -4.375 -0.944 6.121
O4 -1.217 0.209 2.289
O5 -5.096 -3.047 6.266
O6 -5.179 -4.508 0.157
N1 -4.632 -2.072 5.615
N2 -5.184 -4.506 1.407
C1 -4.364 -2.229 4.193
C2 -0.866 2.398 -2.993
C3 3.508 3.266 1.011
C4 0.279 -3.938 -1.347
C5 -1.988 -4.903 -0.861
C6 -4.612 -3.386 2.122
C7 0.641 6.076 -4.829
C8 -1.344 -6.248 1.099
C9 -1.669 -0.845 1.691
C10 2.660 -1.642 3.272
C11 3.547 0.460 2.485
C12 -2.943 -1.581 2.241
C13 -0.451 1.447 -3.940
C14 2.599 6.251 -3.430
C15 1.776 -0.648 1.206
C16 1.011 -4.908 -0.365
C17 2.607 0.468 1.436
C18 0.661 -4.676 1.068
C19 2.375 1.566 -0.967
C20 -0.376 -5.247 1.691
C21 -4.973 -3.265 3.472
C22 -3.157 2.160 -3.780
C23 -2.750 1.160 -4.674
C24 3.515 4.395 1.861
C25 1.868 6.683 -4.546
C26 -3.444 -1.351 3.527
C27 -1.218 -3.844 -1.137
C28 5.822 4.891 1.248
C29 0.876 4.596 -2.894
C30 4.669 5.180 1.993
C31 -2.219 2.786 -2.953
C32 0.155 5.047 -4.009
C33 -1.395 0.832 -4.772
C34 -1.709 2.756 0.833
C35 5.811 3.801 0.371
C36 1.728 2.176 -1.992
C37 -3.661 -2.540 1.506
C38 3.676 -0.675 3.296
C39 1.700 -1.596 2.233
C40 4.662 3.014 0.256
C41 -1.593 -6.306 -0.432
C42 2.115 5.216 -2.618
H1 3.559 6.720 -3.197
H2 0.851 -5.964 -0.646
H3 2.122 2.079 -3.009
H4 -2.426 2.719 -0.014
H5 -1.654 -2.836 -1.292
H6 -1.092 -7.272 1.420
H7 -3.105 -0.500 4.089
H8 2.600 -2.404 4.066
H9 4.692 6.027 2.680
H10 -2.453 -6.984 -0.590
H11 2.087 -4.695 -0.447
H12 2.694 4.897 -1.747
H13 -5.699 -3.956 3.921
H14 0.602 1.189 -4.029
H15 1.397 -4.034 1.567
H16 -3.481 0.636 -5.292
H17 -0.546 -5.063 2.760
H18 -1.057 0.102 -5.510
H19 -3.392 -2.708 0.474
H20 0.716 -2.932 -1.217
H21 -4.203 2.457 -3.736
H22 3.155 0.800 -1.113
H23 -3.072 -4.736 -0.850
H24 -2.333 -5.985 1.518
H25 1.100 -0.769 0.330
H26 0.060 6.383 -5.704
H27 6.726 5.493 1.350
H28 0.860 -2.277 2.161
H29 -2.539 3.581 -2.271
H30 4.537 -0.824 3.959
H31 -0.739 -6.804 -0.908
H32 4.658 2.187 -0.452
H33 4.195 1.328 2.637
H34 6.691 3.541 -0.215
H35 0.570 -4.265 -2.364
H36 -2.256 2.470 1.770
H37 2.254 7.484 -5.189
H38 -0.802 4.584 -4.251
H39 2.614 4.658 2.412
H40 -1.302 3.782 0.957

LUMO = -0.0289 Ha
strongest force on any atom = 0.0624 Eh/bohr
gap between HOMO and LUMO = 7.783 eV
HOMO = -0.315 Ha
net charge = 0
multiplicity = 1
molar mass = 796.13 g/mol



Entry 3:
ORCA calculation (the ωB97M-V functional and the def2-TZVPD basis) on a structure of composition C22H27FeO.

Cartesian coordinates (Å):
Fe1 -0.631 -0.244 0.131
O1 1.030 1.802 0.992
C1 2.774 1.585 -2.491
C2 -1.888 1.468 -0.300
C3 4.360 1.019 -0.590
C4 -4.287 0.338 4.105
C5 -2.626 0.254 -0.395
C6 2.980 3.078 -0.488
C7 -0.827 1.431 -1.259
C8 1.722 2.885 0.558
C9 -2.019 -0.549 -1.397
C10 0.265 -2.028 -0.905
C11 -0.621 0.624 2.004
C12 3.609 2.013 -1.364
C13 0.434 -1.799 1.381
C14 -2.371 -0.741 3.102
C15 -0.428 -2.276 0.332
C16 1.642 -1.312 0.790
C17 -0.901 0.174 -1.931
C18 -3.571 -0.823 3.787
C19 -3.799 1.595 3.716
C20 -1.887 0.514 2.718
C21 -2.596 1.693 3.024
C22 1.540 -1.464 -0.614
H1 -2.415 -1.501 -1.759
H2 0.919 3.593 0.227
H3 2.669 3.905 -1.131
H4 1.882 2.228 -2.636
H5 3.767 3.485 0.146
H6 2.519 -0.946 1.335
H7 -0.261 -0.112 -2.772
H8 -3.939 -1.804 4.077
H9 -1.799 -1.640 2.850
H10 2.334 -1.265 -1.341
H11 -4.343 2.503 3.951
H12 3.350 1.636 -3.431
H13 -2.145 2.332 0.313
H14 0.258 -1.934 2.451
H15 -2.187 2.657 2.723
H16 -5.220 0.267 4.658
H17 -0.148 2.252 -1.505
H18 4.260 1.156 0.509
H19 5.437 1.129 -0.786
H20 2.072 3.256 1.548
H21 0.234 0.223 2.569
H22 -0.385 1.687 1.803
H23 -3.554 0.020 0.138
H24 2.369 0.546 -2.442
H25 -1.384 -2.806 0.464
H26 -0.044 -2.402 -1.887
H27 4.108 -0.044 -0.768

LUMO (alpha / beta) = 0.2029 / 0.2015 Ha
strongest force on any atom = 0.0823 Eh/bohr
gap between HOMO and LUMO (alpha / beta) = 3.988 / 5.207 eV
HOMO (alpha / beta) = 0.056 / 0.010 Ha
net charge = -2
multiplicity = 6
molar mass = 363.30 g/mol



Entry 4:
ORCA calculation (the ωB97M-V functional and the def2-TZVPD basis) on a structure of composition C23H32N7O10P3PmS.

Cartesian coordinates (Å):
Pm1 0.646 1.659 -0.267
S1 -2.655 1.833 -1.625
P1 1.606 -0.775 1.778
P2 1.313 4.131 -1.831
P3 2.922 1.898 -2.421
O1 2.648 3.509 -2.527
O2 0.989 5.411 -2.718
O3 2.014 1.193 -3.344
O4 0.203 3.113 -1.992
O5 1.625 4.450 -0.413
O6 -2.871 -0.366 1.504
O7 -0.905 0.092 0.554
O8 2.853 1.564 -0.928
O9 4.457 1.736 -2.843
O10 -0.812 3.455 3.695
N1 -3.636 0.675 -3.773
N2 -5.165 1.122 -2.110
N3 0.329 -2.849 -3.440
N4 -1.957 -2.424 -3.571
N5 -0.683 2.490 1.599
N6 0.607 -0.713 -1.672
N7 2.053 2.729 1.721
C1 1.668 -1.432 -2.068
C2 -0.219 3.188 2.636
C3 -4.651 0.216 -4.689
C4 -0.702 -2.127 -3.050
C5 -1.958 1.825 1.814
C6 2.604 -4.404 0.089
C7 2.694 -3.187 0.758
C8 0.313 -2.922 0.590
C9 1.216 3.685 2.470
C10 0.186 0.184 3.927
C11 -0.831 -2.225 4.803
C12 1.371 -4.879 -0.327
C13 -0.567 -1.056 -2.149
C14 3.225 -0.804 2.655
C15 -1.944 0.401 1.271
C16 0.226 -4.133 -0.074
C17 -1.156 -1.056 5.477
C18 -0.007 -2.187 3.688
C19 0.504 -0.977 3.229
C20 1.517 -2.492 -2.930
C21 -3.871 1.207 -2.547
C22 -0.640 0.155 5.039
C23 1.553 -2.438 1.021
H1 -0.741 -4.489 -0.406
H2 -1.233 -3.174 5.136
H3 2.692 3.231 1.111
H4 0.552 1.141 3.584
H5 2.608 2.148 2.337
H6 -2.709 0.858 -4.122
H7 -2.022 -3.362 -3.935
H8 -1.822 -1.088 6.330
H9 -0.895 1.088 5.524
H10 2.376 -3.080 -3.226
H11 3.193 -0.014 3.408
H12 4.045 -0.584 1.972
H13 2.636 -1.148 -1.679
H14 0.226 -3.110 3.172
H15 -5.917 1.224 -2.771
H16 -0.576 -2.322 0.757
H17 1.608 3.898 3.468
H18 -2.736 -2.148 -2.994
H19 -4.168 -0.330 -5.496
H20 1.485 6.172 -2.397
H21 3.408 -1.752 3.163
H22 -5.315 1.540 -1.206
H23 4.514 1.637 -3.800
H24 -1.432 -0.504 -1.798
H25 -2.779 2.345 1.307
H26 -2.217 1.788 2.876
H27 -5.336 -0.470 -4.188
H28 3.504 -4.974 -0.109
H29 1.195 4.613 1.899
H30 3.670 -2.831 1.061
H31 1.301 -5.821 -0.856
H32 -5.229 1.037 -5.130

LUMO (alpha / beta) = 0.0812 / 0.0812 Ha
strongest force on any atom = 0.0475 Eh/bohr
gap between HOMO and LUMO (alpha / beta) = 7.178 / 7.201 eV
HOMO (alpha / beta) = -0.183 / -0.183 Ha
net charge = -1
multiplicity = 5
molar mass = 836.54 g/mol



Entry 5:
ORCA calculation (the ωB97M-V functional and the def2-TZVPD basis) on a structure of composition C36H41AsBrNP2SV.

Cartesian coordinates (Å):
Br1 -0.679 2.167 -2.561
As1 -1.838 -0.630 -4.117
V1 0.482 0.491 -1.302
S1 -0.784 -1.141 -2.257
P1 0.278 -1.407 1.546
P2 -0.080 1.681 0.839
N1 2.447 0.244 -1.258
C1 -3.461 0.331 -3.844
C2 1.604 0.543 2.938
C3 -2.371 -2.341 -4.765
C4 -1.611 1.230 1.677
C5 1.761 -2.992 -0.214
C6 -1.581 -1.724 3.653
C7 -3.807 0.228 1.564
C8 0.521 -2.714 0.395
C9 1.309 1.762 2.048
C10 -0.497 -2.238 2.947
C11 3.755 -0.019 -1.049
C12 0.761 4.296 0.381
C13 -3.233 1.696 3.393
C14 0.573 5.642 0.099
C15 2.948 1.995 -2.808
C16 2.072 1.183 -2.107
C17 -1.620 3.931 0.243
C18 0.108 -3.442 3.346
C19 -2.536 0.401 1.032
C20 -0.380 -4.110 4.454
C21 0.776 -4.889 -1.308
C22 -0.337 3.441 0.474
C23 -0.460 -4.618 -0.720
C24 4.714 0.738 -1.692
C25 -1.802 5.278 -0.031
C26 -4.153 0.875 2.741
C27 -0.707 6.131 -0.116
C28 1.885 -4.080 -1.050
C29 1.866 -0.748 2.142
C30 4.284 1.762 -2.566
C31 -2.074 -2.418 4.749
C32 -1.481 -3.609 5.144
C33 -0.598 -3.532 0.116
C34 -0.721 0.160 -5.448
C35 6.176 0.474 -1.458
C36 -1.969 1.887 2.859
H1 0.791 0.380 3.649
H2 4.032 -0.826 -0.384
H3 -1.500 -2.927 -5.048
H4 -0.901 1.230 -5.490
H5 6.799 1.083 -2.107
H6 5.030 2.371 -3.063
H7 -3.274 1.392 -3.718
H8 2.602 2.758 -3.490
H9 -1.305 -5.266 -0.910
H10 2.846 -4.326 -1.484
H11 -2.943 -2.860 -3.999
H12 0.094 -5.028 4.774
H13 -2.272 -0.084 0.098
H14 -4.525 -0.409 1.063
H15 2.634 -2.402 0.030
H16 -3.963 -0.082 -2.971
H17 0.318 -0.041 -5.200
H18 -4.068 0.154 -4.732
H19 -3.513 2.203 4.307
H20 0.883 -5.745 -1.962
H21 0.955 -3.853 2.809
H22 1.769 3.935 0.544
H23 -1.278 2.562 3.350
H24 -2.035 -0.788 3.365
H25 2.491 0.781 3.524
H26 6.413 -0.575 -1.639
H27 -1.553 -3.322 0.583
H28 -2.802 5.662 -0.180
H29 6.444 0.698 -0.425
H30 2.549 -0.531 1.322
H31 1.425 6.307 0.054
H32 -0.974 -0.308 -6.399
H33 -1.880 -4.156 5.988
H34 2.285 -1.539 2.768
H35 -2.924 -2.026 5.292
H36 1.092 2.628 2.674
H37 2.194 2.007 1.456
H38 -5.144 0.744 3.157
H39 -2.482 3.276 0.277
H40 -3.002 -2.172 -5.637
H41 -0.851 7.176 -0.355

LUMO (alpha / beta) = -0.3498 / -0.4069 Ha
strongest force on any atom = 0.0231 Eh/bohr
gap between HOMO and LUMO (alpha / beta) = 6.588 / 5.057 eV
HOMO (alpha / beta) = -0.592 / -0.593 Ha
net charge = +3
multiplicity = 3
molar mass = 787.52 g/mol



Entry 6:
ORCA calculation (the ωB97M-V functional and the def2-TZVPD basis) on a cluster of 2 separate species, C5H14NP in total.

Cartesian coordinates (Å):
P1 1.607 -0.168 0.310
N1 0.379 0.915 0.490
C1 -1.195 -1.093 -1.212
C2 -0.894 0.400 -1.073
C3 -0.409 1.280 1.593
C4 1.277 -1.644 1.562
C5 0.007 0.959 -2.080
H1 -0.398 0.973 -3.064
H2 0.398 -2.194 1.275
H3 -0.280 -1.739 -1.470
H4 -0.841 0.625 2.310
H5 -1.825 -1.147 -2.129
H6 -1.789 0.919 -0.902
H7 -1.329 1.739 1.217
H8 0.964 -1.056 2.488
H9 0.324 1.963 -1.870
H10 2.481 0.453 1.288
H11 0.172 2.021 2.122
H12 -1.708 -1.349 -0.300
H13 2.088 -2.343 1.720
H14 0.971 0.485 -2.275

LUMO = 0.0358 Ha
strongest force on any atom = 0.0969 Eh/bohr
gap between HOMO and LUMO = 9.293 eV
HOMO = -0.306 Ha
net charge = 0
multiplicity = 1
molar mass = 119.15 g/mol



Entry 7:
ORCA calculation (the ωB97M-V functional and the def2-TZVPD basis) on a cluster of 2 separate species, C5H8O4 in total.

Cartesian coordinates (Å):
O1 -0.992 -1.446 -2.631
O2 1.236 1.036 2.224
O3 -0.953 1.416 2.581
O4 0.780 -2.644 -2.051
C1 1.095 2.468 -0.207
C2 0.069 1.308 1.871
C3 -0.096 1.708 0.322
C4 -0.875 -2.034 -0.357
C5 -0.279 -2.006 -1.758
H1 1.109 3.525 -0.047
H2 1.953 1.898 0.193
H3 -1.081 2.142 0.127
H4 -0.082 -2.496 0.258
H5 1.334 2.326 -1.291
H6 -0.928 -1.185 0.294
H7 -0.303 0.742 -0.155
H8 -1.877 -2.386 -0.369

LUMO = 0.2434 Ha
strongest force on any atom = 0.0556 Eh/bohr
gap between HOMO and LUMO = 7.617 eV
HOMO = -0.037 Ha
net charge = -2
multiplicity = 1
molar mass = 132.12 g/mol



Entry 8:
ORCA calculation (the ωB97M-V functional and the def2-TZVPD basis) on a structure of composition C15H15Cl45.

Cartesian coordinates (Å):
Cl1 -16.422 -5.034 5.315
Cl2 -23.449 -7.152 -4.669
Cl3 -18.165 -1.827 3.983
Cl4 -24.197 -4.095 2.139
Cl5 -26.234 -10.228 -1.282
Cl6 -23.467 -4.331 -2.270
Cl7 -25.540 -10.970 2.936
Cl8 -21.652 -9.189 -0.772
Cl9 -26.792 -8.034 2.234
Cl10 -18.413 -7.938 -4.520
Cl11 -16.510 -12.413 0.029
Cl12 -19.219 -8.361 0.254
Cl13 -22.815 -12.314 -5.975
Cl14 -13.708 -9.739 1.343
Cl15 -17.883 -3.631 1.580
Cl16 -22.321 -5.813 3.531
Cl17 -22.173 -2.207 -0.671
Cl18 -20.293 -13.285 -2.796
Cl19 -27.675 -9.259 -3.765
Cl20 -19.436 -11.854 0.487
Cl21 -17.484 -11.620 2.670
Cl22 -25.535 -12.512 -5.315
Cl23 -18.103 -10.194 -2.720
Cl24 -20.529 -3.791 -2.287
Cl25 -25.508 -8.441 -6.383
Cl26 -23.758 -11.017 -3.450
Cl27 -17.799 -6.622 3.447
Cl28 -27.657 -5.466 1.119
Cl29 -16.064 -5.641 -3.371
Cl30 -20.462 -2.881 2.700
Cl31 -22.994 -3.032 4.531
Cl32 -22.872 -7.778 -7.430
Cl33 -17.598 -13.399 -3.717
Cl34 -14.729 -8.551 -1.120
Cl35 -13.297 -5.318 -2.571
Cl36 -21.204 -6.307 -0.061
Cl37 -20.206 -10.352 -4.691
Cl38 -22.651 -10.745 3.233
Cl39 -25.203 -6.747 0.013
Cl40 -29.019 -11.060 -1.876
Cl41 -15.209 -4.567 -0.742
Cl42 -23.800 -12.137 0.953
Cl43 -15.213 -5.611 2.706
Cl44 -19.474 -15.081 -5.020
Cl45 -12.200 -7.445 0.191
C1 -18.548 -9.692 -4.345
C2 -18.770 -3.327 3.147
C3 -13.217 -8.947 -0.158
C4 -23.901 -12.395 -4.595
C5 -14.855 -4.612 -2.477
C6 -17.734 -11.427 0.899
C7 -22.192 -3.110 -2.174
C8 -23.554 -4.560 3.714
C9 -23.993 -10.829 2.045
C10 -16.187 -6.165 4.030
C11 -19.035 -14.432 -3.416
C12 -23.817 -8.330 -6.018
C13 -20.573 -7.834 -0.800
C14 -27.464 -10.492 -2.525
C15 -26.793 -7.015 0.743
H1 -23.420 -9.282 -5.665
H2 -12.681 -9.724 -0.703
H3 -14.850 -3.598 -2.878
H4 -18.779 -15.193 -2.679
H5 -27.355 -7.481 -0.066
H6 -23.628 -13.328 -4.102
H7 -24.449 -4.901 4.234
H8 -22.388 -2.403 -2.979
H9 -23.948 -9.854 1.559
H10 -17.648 -10.398 0.550
H11 -15.706 -7.035 4.478
H12 -17.947 -10.215 -5.088
H13 -18.814 -4.124 3.889
H14 -20.290 -7.623 -1.831
H15 -27.060 -11.331 -3.091

LUMO = 0.0058 Ha
strongest force on any atom = 0.0457 Eh/bohr
gap between HOMO and LUMO = 10.606 eV
HOMO = -0.384 Ha
net charge = 0
multiplicity = 1
molar mass = 1790.67 g/mol



For each record above, in turn, the calculated relative energy (zero: lowest compared OMol25 entry of this formula, charge and spin) values are 152.46; 187.13; 252.04; 4.17; 154.43; 262.25; 118.27; 122.80 kJ/mol.